[1]
This record from the OMol25 dataset describes a structure of composition C14H12B2Cl5F4N4O5Os. The level of theory is wB97M-V/def2-TZVPD.

Last column: Löwdin spin population.
CARTESIAN COORDINATES (ANGSTROEM)
Os  0.059  -1.128  -0.104  2.43
C  -0.445  -5.179  -1.504  0.01
C  -0.289  -3.722  -1.321  0.09
N  0.011  -3.152  -0.200  0.02
O  0.230  -3.861  0.896  -0.01
B  1.138  -3.107  1.830  0.01
F  1.761  -3.918  2.655  0.00
F  1.958  -2.263  0.985  0.09
O  0.322  -2.087  2.647  -0.01
N  0.063  -0.977  1.996  -0.01
C  -0.261  0.045  2.737  0.02
C  -0.422  -0.090  4.212  0.00
C  -0.212  1.363  2.095  0.00
N  -0.526  1.532  0.841  0.04
O  -0.004  2.410  -1.316  0.04
B  -1.147  0.255  -3.302  0.00
F  -1.016  1.208  -4.174  0.00
F  -2.239  0.052  -2.597  0.00
O  -0.036  -0.565  -3.099  0.00
N  -0.152  -1.512  -2.104  0.02
C  -0.368  -2.743  -2.457  0.06
C  -0.603  -3.207  -3.836  0.01
C  0.339  2.488  2.898  0.00
H  -0.405  -5.693  -0.548  0.00
H  0.357  -5.558  -2.145  0.01
H  -1.393  -5.399  -2.001  0.01
H  -0.822  -1.076  4.439  0.00
H  -1.095  0.668  4.606  0.00
H  0.544  -0.012  4.720  0.00
H  -0.444  -2.425  -4.570  0.00
H  -1.630  -3.582  -3.909  0.00
H  0.050  -4.055  -4.056  0.00
H  -0.123  2.500  3.885  0.00
H  0.210  3.467  2.447  0.00
H  1.407  2.298  3.054  0.00
Cl  1.663  6.673  -1.167  0.05
C  1.009  5.202  -0.706  0.06
C  1.778  4.036  -0.864  0.25
Cl  3.343  4.083  -1.393  0.18
C  1.156  2.710  -0.582  0.03
Cl  2.201  1.351  -0.276  0.04
C  -0.192  2.711  0.040  0.03
O  -1.012  0.534  0.080  0.15
C  -0.893  3.993  0.292  0.23
Cl  -2.400  3.933  1.002  0.13
C  -0.310  5.178  -0.143  0.01
Cl  -1.160  6.621  0.016  0.01

The total energy is -3975.6865 hartree. The spin multiplicity is 5. Its net charge is +3. For the HOMO-LUMO gap (spin up / spin down), the calculation gives 7.955 / 5.891 eV. The energy relative to the best compared isomer or geometry (same formula, charge and spin) comes out at 0.00 kcal per mole. The calculation puts the LUMO energy (spin up / spin down) at -10.96 / -13.17 eV. As for the max |F|: 0.009 Eh/bohr.

[2]
This record from the OMol25 dataset describes a cluster of 4 separate species, C4H14NO3 in total at a distorted geometry. The level of theory is wB97M-V/def2-TZVPD.

Last column: Löwdin spin population.
CARTESIAN COORDINATES (ANGSTROEM)
C  -0.519  1.024  2.224  0.09
C  -0.666  -0.059  1.291  0.25
C  -0.022  -0.043  0.079  0.37
N  -0.334  -1.157  -0.770  0.05
C  0.383  -1.587  -1.850  0.15
H  0.065  0.632  3.063  0.05
H  -0.022  1.928  1.821  0.00
H  -1.501  1.321  2.802  0.03
H  -1.388  -0.813  1.562  0.00
H  0.644  0.741  -0.362  0.01
H  -1.025  -1.766  -0.272  0.00
H  0.173  -2.455  -2.418  0.01
H  1.111  -0.703  -2.139  0.00
H  -1.660  -3.976  0.641  0.00
H  -2.910  -3.001  1.066  0.00
O  -1.956  -3.107  0.670  0.00
H  3.170  0.564  -1.437  0.00
H  3.049  1.148  -2.861  0.00
O  2.830  0.374  -2.328  0.00
H  0.365  3.963  -0.953  0.00
H  -0.311  3.559  0.240  0.00
O  0.525  3.413  -0.068  0.00

The total energy is -440.4785 hartree. The spin multiplicity is 2. Its net charge is +2. For the HOMO-LUMO gap (spin up / spin down), the calculation gives 8.007 / 5.319 eV. The energy relative to the best compared isomer or geometry (same formula, charge and spin) comes out at 44.52 kcal per mole. The calculation puts the LUMO energy (spin up / spin down) at -10.29 / -12.96 eV. As for the max |F|: 0.122 Eh/bohr.

[3]
This record from the OMol25 dataset describes an isolated molecule of CHBrN4 at a distorted geometry. The level of theory is wB97M-V/def2-TZVPD.

Last column: Löwdin charge in e.
CARTESIAN COORDINATES (ANGSTROEM)
C  -0.186  -0.226  1.423  -0.27
N  1.108  -0.087  0.370  0.09
N  -1.224  -0.080  0.908  0.14
N  0.722  0.027  -0.733  -0.26
N  -0.354  0.208  -1.290  -0.48
Br  -0.382  0.431  -3.103  0.65
H  0.316  -0.272  2.426  0.13

The total energy is -2831.5525 hartree. Its net charge is 0. For the HOMO-LUMO gap, the calculation gives 8.036 eV. The energy relative to the best compared isomer or geometry (same formula, charge and spin) comes out at 63.87 kcal per mole. The calculation puts the LUMO energy at -1.70 eV. As for the max |F|: 0.057 Eh/bohr.

[4]
This record from the OMol25 dataset describes a structure of composition C11H23MoP2 at a distorted geometry. The level of theory is wB97M-V/def2-TZVPD.

Last column: Löwdin spin population.
CARTESIAN COORDINATES (ANGSTROEM)
C  2.124  0.197  -2.612  -0.01
C  3.492  -0.262  -2.355  -0.01
C  4.009  0.436  -1.157  -0.01
C  3.038  1.429  -0.761  0.03
C  1.765  1.380  -1.411  0.02
Mo  1.905  -0.596  -0.500  1.86
P  0.704  -2.632  -1.502  0.02
H  1.678  -0.155  -3.540  0.00
H  4.058  -0.938  -3.028  0.00
H  5.062  0.436  -0.861  0.00
H  1.075  2.156  -0.923  0.01
H  3.341  2.161  0.008  0.01
H  0.195  -3.758  -0.828  0.00
H  1.578  -3.201  -2.579  0.00
H  -0.642  -2.519  -2.070  0.00
C  -0.181  2.549  1.671  0.00
C  -0.456  1.061  1.990  0.01
P  -0.440  -0.120  0.574  0.04
C  -1.174  -1.712  1.222  0.01
C  -2.168  -1.620  2.405  0.00
C  -1.667  0.613  -0.615  0.00
C  -3.166  0.621  -0.223  0.00
H  0.879  2.697  1.407  0.00
H  -0.376  3.203  2.537  0.00
H  -0.809  2.946  0.855  0.00
H  0.338  0.653  2.643  0.00
H  -1.435  0.876  2.472  0.00
H  -1.600  -2.197  0.330  0.00
H  -0.271  -2.278  1.502  0.00
H  -3.002  -0.968  2.097  0.00
H  -2.598  -2.575  2.765  0.00
H  -1.701  -1.186  3.309  0.00
H  -1.257  1.606  -0.916  0.00
H  -1.577  -0.066  -1.496  0.00
H  -3.453  1.099  0.725  0.00
H  -3.819  1.095  -0.973  0.00
H  -3.449  -0.432  -0.163  0.00

The total energy is -1183.4493 hartree. The spin multiplicity is 3. Its net charge is +1. For the HOMO-LUMO gap (spin up / spin down), the calculation gives 7.309 / 6.752 eV. The calculation puts the LUMO energy (spin up / spin down) at -3.87 / -3.77 eV. As for the max |F|: 0.058 Eh/bohr.